Record 1
Molecular formula: C5H12O
Method: DFT, the ωB97M-V functional and the def2-TZVPD basis

Geometry (Å):
C  2.773  -0.172  0.457
C  1.505  0.473  -0.096
O  0.415  -0.417  -0.088
C  -1.403  0.339  -0.202
C  -2.015  -0.441  -1.325
C  -1.620  0.015  1.158
H  3.038  -1.054  -0.133
H  2.622  -0.489  1.493
H  3.620  0.526  0.433
H  1.273  1.383  0.488
H  1.688  0.798  -1.131
H  -1.079  1.349  -0.450
H  -3.018  -0.037  -1.525
H  -2.130  -1.492  -1.054
H  -1.433  -0.368  -2.244
H  -1.612  0.822  1.887
H  -0.334  -0.422  0.951
H  -2.292  -0.812  1.380

Values from the calculation:
- electronic energy (eV) = -7423.9264
- ΔE to the lowest compared entry with this formula, charge and spin (kJ/mol) = 326.6
- E_HOMO (eV) = -8.379
- E_LUMO (eV) = 1.13
- molar mass (g/mol) = 88.1
- frontier orbital gap (eV) = 9.509

These are the Mulliken partial charges, in e, on atoms 1 to 2:
1. C -1.169
2. C -0.207


Record 2
Molecular formula: C5H6ClIN2
Method: DFT, the ωB97M-V functional and the def2-TZVPD basis

Geometry (Å):
C  0.540  -0.792  1.585
C  1.060  0.205  -1.242
C  -0.531  -0.413  0.609
C  -0.027  0.668  -0.391
C  2.295  -0.696  0.024
N  1.791  -0.817  1.330
N  1.363  0.431  -2.412
Cl  2.556  -2.267  -0.797
I  4.142  0.463  0.156
H  0.060  -1.133  2.533
H  -0.761  -1.183  -0.069
H  -1.377  -0.080  1.231
H  0.509  1.457  0.133
H  -0.963  0.936  -0.987
H  2.104  0.068  -2.914

Values from the calculation:
- electronic energy (eV) = -28882.7795
- ΔE to the lowest compared entry with this formula, charge and spin (kJ/mol) = 98.3
- E_HOMO (eV) = -8.358
- E_LUMO (eV) = 0.09
- molar mass (g/mol) = 256.5
- frontier orbital gap (eV) = 8.444

These are the Mulliken partial charges, in e, on atoms 1 to 2:
1. C 0.055
2. C 0.423


Record 3
Molecular formula: C25H45N6O4Ti
Method: DFT, the ωB97M-V functional and the def2-TZVPD basis

Geometry (Å):
Ti  0.112  -0.016  -1.645
C  -1.474  2.171  3.869
C  -1.447  0.926  2.986
C  -0.935  -0.364  3.659
C  0.549  -0.607  3.961
C  1.237  0.485  4.773
C  0.714  -1.946  4.670
N  1.312  -0.657  2.610
C  1.215  -1.897  1.781
C  2.057  -1.776  0.503
N  1.389  -1.861  -0.835
C  2.536  -1.796  -1.790
C  2.020  -1.537  -3.185
O  2.471  -1.893  -4.210
O  0.885  -0.745  -3.088
C  0.648  -3.181  -1.119
C  0.870  -4.285  -0.090
C  -0.810  -2.986  -1.566
C  -1.892  -2.310  -0.713
C  -2.234  -3.073  0.567
C  -3.157  -2.242  -1.569
N  -1.408  -0.901  -0.375
C  -2.469  0.025  0.114
C  -1.862  1.332  0.599
N  -0.837  1.136  1.632
C  0.149  2.208  1.535
C  1.060  2.059  0.325
O  1.808  2.900  -0.049
O  0.992  0.828  -0.291
H  -2.033  1.955  4.779
H  -1.991  2.990  3.367
H  -0.492  2.529  4.169
H  -2.498  0.698  2.787
H  -1.297  -1.215  3.069
H  -1.448  -0.453  4.619
H  0.662  0.682  5.677
H  1.343  1.426  4.235
H  2.231  0.158  5.086
H  0.334  -1.843  5.686
H  1.764  -2.233  4.753
H  0.154  -2.751  4.194
H  0.930  0.104  2.037
H  2.294  -0.457  2.809
H  0.160  -2.069  1.599
H  1.571  -2.723  2.389
H  2.836  -2.539  0.539
H  2.572  -0.815  0.509
H  3.131  -2.710  -1.772
H  3.187  -0.958  -1.527
H  1.123  -3.561  -2.026
H  0.411  -4.113  0.880
H  1.931  -4.492  0.052
H  0.432  -5.201  -0.485
H  -1.179  -3.987  -1.805
H  -0.797  -2.472  -2.534
H  -2.504  -4.098  0.311
H  -3.096  -2.639  1.073
H  -1.413  -3.131  1.279
H  -3.443  -3.255  -1.849
H  -3.007  -1.692  -2.499
H  -4.001  -1.815  -1.031
H  -0.797  -0.984  0.440
H  -3.030  -0.465  0.912
H  -3.181  0.232  -0.682
H  -2.669  1.985  0.951
H  -1.413  1.863  -0.250
H  0.805  2.225  2.408
H  -0.284  3.213  1.483
N  -1.609  0.431  -3.040
C  -0.961  1.653  -3.478
C  -1.311  2.462  -4.527
C  -0.477  3.552  -4.771
C  0.644  3.760  -3.977
C  0.920  2.887  -2.942
N  0.101  1.849  -2.696
H  -2.560  0.599  -2.723
H  -1.658  -0.246  -3.802
H  -2.181  2.259  -5.136
H  -0.700  4.228  -5.586
H  1.309  4.592  -4.162
H  1.781  3.001  -2.300

Values from the calculation:
- charge = +3
- electronic energy (eV) = -66880.3171
- ΔE to the lowest compared entry with this formula, charge and spin (kJ/mol) = 0.0
- E_HOMO (eV) = -18.192
- E_LUMO (eV) = -9.92
- molar mass (g/mol) = 541.5
- frontier orbital gap (eV) = 8.271

These are the Mulliken partial charges, in e, on atoms 1 to 2:
1. Ti 0.024
2. C -1.494


Record 4
Molecular formula: C6H13N
Method: DFT, the ωB97M-V functional and the def2-TZVPD basis

Geometry (Å):
C  2.218  -0.965  0.318
C  1.117  0.116  0.336
N  0.343  0.101  -0.891
C  -0.012  1.289  -1.614
C  -0.412  -0.087  0.322
C  -1.608  0.992  0.680
C  -0.957  -1.496  0.529
H  3.096  -0.590  -0.238
H  2.585  -1.281  1.301
H  1.888  -1.855  -0.228
H  1.464  1.054  0.782
H  -0.766  0.998  -2.354
H  -0.483  1.995  -0.917
H  0.855  1.693  -2.144
H  -1.936  0.716  1.678
H  -1.625  2.111  0.718
H  -2.452  0.786  -0.005
H  -0.373  -2.241  -0.023
H  -1.987  -1.552  0.161
H  -0.951  -1.785  1.586

Values from the calculation:
- electronic energy (eV) = -7921.0474
- ΔE to the lowest compared entry with this formula, charge and spin (kJ/mol) = 172.3
- E_HOMO (eV) = -8.693
- E_LUMO (eV) = 1.08
- SMILES = C[C@H]1N(C)C1(C)C
- molar mass (g/mol) = 99.2
- frontier orbital gap (eV) = 9.774

These are the Mulliken partial charges, in e, on atoms 1 to 2:
1. C -1.350
2. C 0.076


Record 5
Molecular formula: C10H23N2O6S
Method: DFT, the ωB97M-V functional and the def2-TZVPD basis

Geometry (Å):
C  0.142  1.630  1.035
C  -1.220  1.817  0.368
O  -2.074  2.601  1.202
C  -3.421  2.521  0.760
C  -4.162  1.310  1.340
S  -4.601  0.013  0.170
O  -3.375  -0.309  -0.565
O  -5.083  -1.081  1.005
O  -5.629  0.631  -0.672
H  0.165  2.107  2.017
H  0.959  2.021  0.428
H  0.340  0.566  1.179
H  -1.120  2.268  -0.623
H  -1.693  0.846  0.218
H  -3.463  2.504  -0.334
H  -3.903  3.443  1.097
H  -3.573  0.877  2.151
H  -5.118  1.626  1.765
C  2.955  -0.688  1.266
O  2.880  -0.224  0.150
N  4.122  -0.884  1.925
C  4.167  -1.443  3.256
C  5.355  -0.509  1.261
H  2.070  -0.993  1.849
H  4.622  -0.743  3.961
H  4.742  -2.373  3.272
H  3.154  -1.658  3.591
H  5.352  0.554  1.016
H  5.474  -1.063  0.329
H  6.193  -0.726  1.920
C  -0.147  0.254  -3.170
O  -0.267  1.012  -2.232
N  -0.318  -1.078  -3.063
C  -0.178  -1.970  -4.186
C  -0.687  -1.609  -1.755
H  0.091  0.590  -4.195
H  -1.113  -2.501  -4.381
H  0.608  -2.709  -4.002
H  0.087  -1.398  -5.075
H  -1.630  -1.175  -1.413
H  0.093  -1.370  -1.029
H  -0.794  -2.689  -1.837

Values from the calculation:
- charge = -1
- electronic energy (eV) = -36844.8586
- E_HOMO (eV) = -4.925
- E_LUMO (eV) = 2.30
- molar mass (g/mol) = 299.4
- frontier orbital gap (eV) = 7.229

These are the Mulliken partial charges, in e, on atoms 1 to 2:
1. C -0.995
2. C 0.428